No. 1
Formula: C6H9N
Source: the OMol25 dataset
Level of theory: wB97M-V/def2-TZVPD

Last column: natural (NBO) charge in e.
Atoms and positions in Å:
C 1.77 0.85 1.65  -0.688
C 1.42 -0.14 0.64  0.010
C 1.14 -0.94 -0.23  -0.030
C 0.08 -1.54 -1.05  -0.463
C -1.08 -0.56 -0.40  -0.058
C -1.20 0.78 -1.01  -0.278
N -2.42 0.04 -0.67  -0.584
H 1.37 1.84 1.38  0.232
H 2.85 0.92 1.73  0.242
H 1.35 0.58 2.63  0.233
H 0.06 -2.64 -0.89  0.233
H 0.30 -1.39 -2.12  0.232
H -0.96 -0.68 0.67  0.189
H -1.06 0.80 -2.09  0.195
H -0.89 1.68 -0.49  0.190
H -2.73 0.40 0.24  0.345

As for the orbital gap: 9.877 eV. The LUMO energy comes out at 0.9 eV. The structure (SMILES) is CC#CC[C@H]1CN1.

***

No. 2
Formula: C6H9N
Source: the OMol25 dataset
Level of theory: wB97M-V/def2-TZVPD

Last column: natural (NBO) charge in e.
Atoms and positions in Å:
C -3.09 -0.41 0.73  -0.680
C -1.91 0.07 0.01  -0.007
C -0.91 0.45 -0.55  -0.023
C 0.40 0.75 -1.13  -0.485
C 1.47 0.74 -0.04  -0.074
C 1.60 -0.42 0.85  -0.259
N 2.58 -0.21 -0.21  -0.590
H -3.06 -1.50 0.85  0.232
H -4.02 -0.17 0.20  0.233
H -3.13 0.04 1.72  0.232
H 0.41 1.71 -1.66  0.232
H 0.64 -0.03 -1.87  0.247
H 1.72 1.71 0.38  0.196
H 0.94 -1.27 0.70  0.202
H 1.88 -0.26 1.89  0.194
H 3.44 0.17 0.18  0.351

As for the orbital gap: 10.403 eV. The LUMO energy comes out at 1.1 eV. The structure (SMILES) is CC#CC[C@H]1CN1.

***

No. 3
Formula: C6H9N
Source: the OMol25 dataset
Level of theory: wB97M-V/def2-TZVPD

Last column: natural (NBO) charge in e.
Atoms and positions in Å:
C -0.10 -1.60 -0.21  -0.600
C -0.10 -0.18 0.37  -0.144
C 1.33 0.35 0.54  -0.598
C -0.01 1.06 -1.77  0.009
C -0.83 0.84 -0.56  -0.587
C -0.78 -0.19 1.68  0.293
N -1.30 -0.21 2.71  -0.323
H -1.12 -2.00 -0.25  0.218
H 0.50 -2.26 0.42  0.221
H 0.32 -1.58 -1.22  0.239
H 1.95 -0.33 1.13  0.226
H 1.33 1.34 1.03  0.220
H -0.03 2.14 -2.00  0.100
H 1.78 0.45 -0.46  0.231
H -1.15 1.72 0.02  0.210
H -1.75 0.37 -0.97  0.285

As for the orbital gap (spin up / spin down): 8.425 / 8.427 eV. The LUMO energy (spin up / spin down) comes out at -0.9 / -0.9 eV.

***

No. 4
Formula: C6H9N
Source: the OMol25 dataset
Level of theory: wB97M-V/def2-TZVPD

Last column: natural (NBO) charge in e.
Atoms and positions in Å:
C -0.73 -0.65 -1.75  -0.615
C -0.02 -0.21 -0.51  0.109
C -0.40 -0.59 0.89  -0.281
C -0.88 0.81 1.11  -0.235
N 0.16 1.24 -0.03  -0.379
C 1.52 0.83 0.44  -0.224
C 1.06 -0.60 0.44  -0.249
H -0.17 -0.50 -2.68  0.217
H -1.67 -0.09 -1.82  0.222
H -0.97 -1.71 -1.64  0.221
H -0.79 -1.51 1.30  0.217
H -1.78 1.07 0.56  0.193
H -1.07 1.11 2.17  0.192
H 1.82 1.33 1.37  0.186
H 2.29 0.99 -0.33  0.201
H 1.62 -1.53 0.47  0.225

As for the orbital gap: 10.138 eV. The LUMO energy comes out at 1.1 eV. The structure (SMILES) is C[C@]12[C@@H]3CN1C[C@@H]32.

***

No. 5
Formula: C6H9N
Source: the OMol25 dataset
Level of theory: wB97M-V/def2-TZVPD

Last column: natural (NBO) charge in e.
Atoms and positions in Å:
C 0.73 -0.82 1.44  -0.613
C -0.41 0.11 1.11  -0.210
C -0.08 1.17 0.01  -0.463
C 0.45 0.20 -1.65  -0.311
C -1.20 -0.06 -0.10  -0.155
C -0.63 -0.77 -1.30  0.041
N -0.91 -1.79 -1.93  -0.376
H 1.27 -1.14 0.54  0.220
H 1.44 -0.33 2.12  0.216
H 0.35 -1.72 1.93  0.230
H -0.95 0.50 1.98  0.231
H -0.59 2.14 0.02  0.242
H 0.25 0.92 -2.46  0.219
H 1.01 1.31 0.01  0.281
H 1.51 -0.09 -1.60  0.206
H -2.24 0.29 -0.07  0.240

As for the orbital gap (spin up / spin down): 8.082 / 6.697 eV. The LUMO energy (spin up / spin down) comes out at 0.2 / 0.2 eV.

***

No. 6
Formula: C6H9N
Source: the OMol25 dataset
Level of theory: wB97M-V/def2-TZVPD

Last column: natural (NBO) charge in e.
Atoms and positions in Å:
C 2.11 0.30 -0.06  -0.410
N 0.84 -0.36 -0.19  -0.445
C -0.06 -0.85 0.83  -0.057
C -1.38 -0.05 0.81  -0.254
C -1.17 1.04 -0.21  -0.412
C -0.33 -0.02 -0.99  -0.026
C -1.11 -1.13 -0.19  -0.240
H 2.31 0.68 0.95  0.187
H 2.21 1.12 -0.78  0.198
H 2.88 -0.44 -0.30  0.189
H 0.26 -1.42 1.69  0.214
H -2.10 -0.09 1.63  0.223
H -0.64 1.95 0.10  0.191
H -2.09 1.29 -0.75  0.209
H -0.18 0.07 -2.07  0.202
H -1.55 -2.07 -0.48  0.230

As for the orbital gap: 8.830 eV. The LUMO energy comes out at 1.2 eV.

***

No. 7
Formula: C6H9N
Source: the OMol25 dataset
Level of theory: wB97M-V/def2-TZVPD

Last column: natural (NBO) charge in e.
Atoms and positions in Å:
C 1.63 2.06 0.14  -0.071
N 1.48 0.84 0.42  -0.379
C 0.83 -0.01 -0.53  -0.087
C 0.78 -1.48 -0.15  -0.393
C -0.41 -0.62 0.01  -0.089
C -1.37 -0.22 1.05  -0.391
C -1.85 -0.63 -0.33  -0.397
H 2.08 2.70 0.90  0.174
H 1.31 2.53 -0.80  0.141
H 0.87 0.29 -1.59  0.191
H 1.37 -1.74 0.73  0.229
H 0.77 -2.22 -0.94  0.215
H -1.40 0.84 1.30  0.215
H -1.55 -0.89 1.89  0.216
H -2.34 -1.59 -0.43  0.214
H -2.24 0.15 -0.97  0.212

As for the orbital gap: 10.567 eV. The LUMO energy comes out at 1.2 eV. The structure (SMILES) is C=N[C@H]1CC12CC2.

***

No. 8
Formula: C6H9N
Source: the OMol25 dataset
Level of theory: wB97M-V/def2-TZVPD

Last column: natural (NBO) charge in e.
Atoms and positions in Å:
C -1.15 -1.60 -0.05  0.109
C -2.04 0.15 0.06  0.164
C -2.82 1.21 0.11  -0.458
C -0.54 -0.27 0.33  -0.313
C 1.92 -0.40 0.12  -0.591
C 0.67 0.19 -0.50  -0.408
N -2.34 -1.24 -0.22  -0.409
H -0.75 -2.68 -0.10  0.197
H -3.92 0.98 0.03  0.238
H -2.27 2.08 0.48  0.221
H -0.35 0.01 1.43  0.221
H 1.93 -0.08 1.18  0.197
H 2.84 0.02 -0.24  0.215
H 1.94 -1.59 0.08  0.197
H 0.59 -0.24 -1.45  0.207
H 0.85 1.23 -0.41  0.213

As for the orbital gap: 10.467 eV. The LUMO energy comes out at 0.9 eV.

***

No. 9
Formula: C6H9N
Source: the OMol25 dataset
Level of theory: wB97M-V/def2-TZVPD

Last column: natural (NBO) charge in e.
Atoms and positions in Å:
H 0.80 -2.08 1.54  0.326
N 1.31 -1.39 0.98  -0.618
C 0.63 -0.31 0.91  0.333
C -0.70 -0.07 1.58  -0.695
C 1.20 0.85 0.12  -0.484
C 0.38 1.18 -1.11  -0.284
C -0.41 0.29 -1.66  0.094
C -1.14 -0.69 -2.11  -0.489
H -1.39 0.46 0.92  0.232
H -0.56 0.56 2.47  0.228
H -1.17 -1.01 1.90  0.218
H 2.22 0.57 -0.18  0.242
H 1.27 1.73 0.77  0.219
H 0.49 2.17 -1.55  0.231
H -2.18 -0.82 -1.79  0.220
H -0.73 -1.42 -2.80  0.226

As for the orbital gap: 10.587 eV. The LUMO energy comes out at 1.0 eV. The structure (SMILES) is [H]/N=C(\C)CC=C=C.

***

No. 10
Formula: C6H9N
Source: the OMol25 dataset
Level of theory: wB97M-V/def2-TZVPD

Last column: natural (NBO) charge in e.
Atoms and positions in Å:
C 2.19 0.37 -0.12  -0.613
C 1.35 -0.88 -0.18  -0.387
C 1.71 -2.10 0.09  0.261
C -0.10 -0.84 -0.67  -0.219
N -1.04 -0.47 0.37  -0.393
C -2.24 0.21 -0.08  -0.258
C -1.18 0.95 0.66  -0.266
H 2.13 0.89 -1.08  0.220
H 3.24 0.13 0.08  0.231
H 1.84 1.05 0.67  0.226
H -0.12 -0.14 -1.53  0.181
H -0.40 -1.82 -1.05  0.227
H -3.16 -0.08 0.41  0.208
H -2.32 0.43 -1.14  0.188
H -0.58 1.66 0.09  0.186
H -1.32 1.19 1.71  0.209

As for the orbital gap: 9.534 eV. The LUMO energy comes out at 0.0 eV.

***

No. 11
Formula: C6H9N
Source: the OMol25 dataset
Level of theory: wB97M-V/def2-TZVPD

Last column: natural (NBO) charge in e.
Atoms and positions in Å:
C -1.49 0.69 -0.76  0.043
C -0.51 -0.12 1.40  -0.442
C -0.36 0.68 0.13  -0.148
C -0.27 -0.92 0.20  0.201
C 0.86 1.61 -0.18  -0.624
C 0.69 -1.81 -0.41  -0.681
N -2.01 -0.48 -0.72  -0.359
H -1.89 1.51 -1.25  0.176
H 0.21 -0.09 2.22  0.236
H -1.43 -0.23 1.95  0.235
H 0.95 2.54 0.44  0.223
H 0.83 1.91 -1.29  0.217
H 1.73 0.90 0.04  0.208
H 0.26 -2.34 -1.37  0.257
H 0.93 -2.64 0.33  0.229
H 1.50 -1.22 -0.72  0.228

As for the orbital gap: 9.400 eV. The LUMO energy comes out at 0.9 eV.

***

No. 12
Formula: C6H9N
Source: the OMol25 dataset
Level of theory: wB97M-V/def2-TZVPD

Last column: natural (NBO) charge in e.
Atoms and positions in Å:
C -0.93 2.63 1.94  -0.737
C -0.27 1.72 0.95  0.122
C 1.49 -1.18 -1.18  -0.241
C 0.43 -0.55 -0.75  0.093
C 1.43 -2.68 -1.33  -0.631
C -0.76 -0.08 -0.54  -0.125
N -1.10 0.76 0.56  -0.579
H -1.98 2.39 2.21  0.168
H -0.32 2.67 2.84  0.239
H -0.90 3.63 1.50  0.240
H 2.33 -0.63 -1.59  0.227
H 0.68 -2.88 -2.11  0.217
H 1.11 -3.20 -0.43  0.225
H 2.38 -3.10 -1.68  0.215
H -1.53 -0.19 -1.30  0.206
H -2.06 0.69 0.89  0.361

As for the orbital gap: 9.017 eV. The LUMO energy comes out at 1.0 eV.

***

Result set for relative energy (zero: lowest compared OMol25 entry of this formula, charge and spin): 103.7 67.1 101.0 89.0 147.0 85.3 65.8 70.7 48.5 121.1 119.4 98.6 kcal per mole, one per record in the order listed.
Result set for maximum force: 0.81 0.54 1.09 1.50 0.58 0.45 0.39 2.99 0.37 0.71 5.74 0.64 eV/A, one per record in the order listed.